Formula: C3H7NO
Source: the Open Molecules 2025 dataset
Level of theory: ωB97M-V/def2-TZVPD

Structure (XYZ):
```
12
C3H7NO (ωB97M-V/def2-TZVPD)
O -1.293 -1.119 0.607
C -1.203 0.267 0.384
C 0.228 0.732 0.184
C 1.789 -0.992 -0.618
N 0.905 -0.045 -0.852
H -0.847 -1.555 -0.132
H -1.611 0.755 1.269
H -1.798 0.572 -0.489
H 0.283 1.791 -0.083
H 1.679 -1.217 0.475
H 0.839 0.581 1.075
H 0.840 0.323 -1.801
```

The value obtained for the largest force on an atom is 0.946 eV/Å. Its HOMO energy is -8.466 eV. As for the energy relative to the best compared isomer or geometry (same formula, charge and spin): 319.6 kJ/mol. The orbital gap is 9.26 eV.